(one)
Molecular formula: C3H6N2OS
Method: DFT, the ωB97M-V functional and the def2-TZVPD basis

Atoms and positions in Å:
H: -0.563 1.854 -0.161
N: 0.450 1.635 -0.068
C: 0.728 0.407 -0.092
C: 2.100 -0.224 0.110
N: -0.220 -0.666 -0.168
O: -1.462 -0.065 -0.619
C: -2.459 -0.261 0.304
S: -3.912 0.278 -0.046
H: 2.145 -0.728 1.075
H: 2.357 -0.994 -0.655
H: 2.878 0.562 0.108
H: 0.048 -1.146 -1.055
H: -2.090 -0.653 1.266

Computed properties:
highest occupied orbital energy: -9.275 eV
SMILES: [H]/N=C(/C)NOC=S

***

(two)
Molecular formula: C3H6N2OS
Method: DFT, the ωB97M-V functional and the def2-TZVPD basis

Atoms and positions in Å:
C: 1.947 -0.664 -0.092
C: -0.238 0.805 0.079
C: -1.058 -0.550 0.195
H: 2.440 -0.981 1.119
H: 1.347 -1.428 -0.704
H: 2.996 -0.164 -0.645
H: 1.522 1.428 -0.280
H: -0.408 -1.546 0.038
H: -3.028 1.448 0.356
N: 1.140 0.601 -0.121
N: -2.244 -1.039 0.104
O: -0.764 1.939 0.084
S: -3.653 0.153 -0.134

Computed properties:
highest occupied orbital energy: -9.165 eV

***

Which of them is most stable, and which least? Most stable: (one); least stable: (two).

***

(one)
Molecular formula: C3H6N2OS
Method: DFT, the ωB97M-V functional and the def2-TZVPD basis

Atoms and positions in Å:
H: 1.876 -1.535 -1.227
N: 1.063 -0.979 -1.011
C: 0.511 -1.348 0.044
N: -0.595 -0.778 0.756
C: -1.309 0.198 -0.049
S: -2.924 -0.324 -0.384
O: -0.648 1.183 -0.541
C: 0.379 1.732 0.143
H: 0.867 -2.315 0.560
H: -1.134 -1.549 0.990
H: 0.328 2.751 -0.278
H: 0.328 1.612 1.254
H: 1.258 1.352 -0.257

Computed properties:
highest occupied orbital energy: -8.551 eV
SMILES: [H]/N=C/NC(=S)OC

***

(two)
Molecular formula: C3H6N2OS
Method: DFT, the ωB97M-V functional and the def2-TZVPD basis

Atoms and positions in Å:
H: -1.164 -1.483 -0.635
N: -0.215 -1.899 -0.397
C: 0.728 -1.082 -0.256
N: 2.025 -1.698 -0.022
S: 0.794 0.599 -0.136
C: -1.010 0.931 -0.002
C: -1.219 2.266 0.690
O: -1.954 0.097 0.007
H: 2.001 -2.732 -0.280
H: 2.466 -1.430 0.831
H: -2.198 2.657 0.300
H: -1.281 2.104 1.831
H: -0.559 3.017 0.418

Computed properties:
highest occupied orbital energy: -9.426 eV
SMILES: [H]/N=C(/N)SC(C)=O

***

Which of them is most stable, and which least? Most stable: (two); least stable: (one).

***

(one)
Molecular formula: C3H6N2OS
Method: DFT, the ωB97M-V functional and the def2-TZVPD basis

Atoms and positions in Å:
C: -2.881 -0.460 0.010
S: -1.118 -0.750 -0.127
N: -0.684 0.957 -0.126
C: 0.546 1.085 -0.004
N: 1.481 -0.069 0.193
C: 2.891 -0.029 -0.217
O: 3.505 -1.121 -0.054
H: -3.163 -0.314 -1.050
H: -3.042 0.217 0.822
H: -3.175 -1.572 0.154
H: 1.146 2.045 0.159
H: 1.236 -0.962 0.712
H: 3.259 0.972 -0.471

Computed properties:
highest occupied orbital energy: -8.802 eV
SMILES: CS/N=C\NC=O

***

(two)
Molecular formula: C3H6N2OS
Method: DFT, the ωB97M-V functional and the def2-TZVPD basis

Atoms and positions in Å:
C: 0.820 -0.243 0.881
C: -0.021 1.167 -0.740
C: -1.594 -0.429 0.077
N: 1.712 -0.548 -0.026
N: -0.319 0.368 0.234
O: 1.497 -0.478 -1.364
S: 1.033 -0.007 2.490
H: -0.674 1.409 -1.492
H: 0.908 1.623 -0.637
H: -1.349 -1.448 -0.086
H: -2.280 -0.343 0.941
H: -2.153 0.041 -0.684
H: 2.421 -1.113 0.405

Computed properties:
highest occupied orbital energy (alpha / beta): -7.583 / -7.582 eV

***

Which of them is most stable, and which least? Most stable: (one); least stable: (two).